This record from the OMol25 dataset describes the ion C12H12NO2 with charge -1 at a distorted geometry. The level of theory is ωB97M-V with the def2-TZVPD basis set.

Output
* energy relative to the best compared isomer or geometry (same formula, charge and spin): 543.2 kJ/mol
* energy: -669.5138 hartree
* HOMO: -3.53 eV
* total charge: -1
* LUMO: 3.131 eV

Element x y z (Å)
1 C -3.9510 0.9449 0.2702
2 C -3.0952 1.6055 1.0775
3 C -3.4670 0.0786 -0.6993
4 C -1.7208 1.5412 0.8774
5 C -2.0360 -0.0817 -0.7557
6 C -1.0865 0.6960 -0.0612
7 C 1.9114 -2.1973 -0.4306
8 C 0.9447 -1.8651 0.3813
9 C 3.5832 -0.2632 -0.6081
10 C 3.0324 -1.4116 -0.9440
11 C 0.9211 -0.5076 0.9058
12 C 0.3506 0.4238 -0.2346
13 N 3.5457 0.9371 -0.0536
14 O 3.0147 1.8688 -0.7572
15 O 4.1891 1.1453 0.9875
16 H -5.0683 1.2869 0.2022
17 H -3.4407 2.4495 1.7158
18 H -4.1680 -0.4763 -1.3158
19 H -1.0966 2.1869 1.4527
20 H -1.6624 -1.0332 -1.2971
21 H 1.9711 -3.1803 -0.9959
22 H 0.1993 -2.5085 0.7080
23 H 3.5503 -1.9885 -1.6831
24 H 0.4111 -0.2277 -1.1762
25 H 0.3530 -0.5227 1.8500
26 H 2.0012 -0.3012 1.0621
27 H 0.8136 1.4004 -0.4780

Mulliken atomic charge list, values in e, 4 entries: 0.02 -0.70 -0.83 -0.06